(1)
C18H18FN5S | the ωB97M-V functional and the def2-TZVPD basis

```
! wB97M-V def2-TZVPD RIJCOSX def2/J DEFGRID3
* xyz 0 1
F -4.723 -3.788 -3.428
C -3.897 -2.814 -3.062
C -2.614 -2.763 -3.558
C -1.699 -1.793 -3.087
C -2.119 -0.854 -2.116
N -1.262 0.144 -1.630
C -0.004 -0.276 -0.996
C 1.112 0.730 -1.230
N 0.619 2.064 -0.850
C 1.357 2.941 -0.033
S 1.407 4.582 -0.326
N 2.189 2.558 1.019
C 2.113 1.379 1.801
C 0.857 0.901 2.205
C 0.711 -0.262 2.997
C 1.866 -0.885 3.499
N 2.102 -1.952 4.398
C 3.467 -2.012 4.608
N 4.091 -1.114 3.888
C 3.125 -0.378 3.210
C 3.254 0.689 2.332
C -0.516 2.541 -1.678
C -1.702 1.563 -1.499
C -3.416 -0.922 -1.642
C -4.318 -1.925 -2.081
H -2.273 -3.451 -4.300
H -0.672 -1.766 -3.412
H -0.192 -0.382 0.084
H 0.393 -1.228 -1.394
H 1.997 0.503 -0.616
H 1.387 0.679 -2.284
H 2.788 3.316 1.327
H 0.020 1.441 1.799
H -0.272 -0.584 3.285
H 1.385 -2.525 4.870
H 3.973 -2.680 5.296
H 4.238 1.086 2.132
H -0.817 3.559 -1.433
H -0.199 2.445 -2.722
H -2.142 1.688 -0.483
H -2.457 1.824 -2.264
H -3.818 -0.200 -0.915
H -5.340 -2.079 -1.711
*
```

Output
largest force on an atom	2.406	eV/Å
Kohn-Sham gap	8.4	eV
E	-39960.972	eV
energy relative to the best compared isomer or geometry (same formula, charge and spin)	0.0	kJ/mol
HOMO energy	-7.956	eV

=====

(2)
C18H18N2O2 | the ωB97M-V functional and the def2-TZVPD basis

```
! wB97M-V def2-TZVPD RIJCOSX def2/J DEFGRID3
* xyz 0 1
C -4.674 -1.035 1.443
C -4.871 -0.896 -0.067
C -3.547 -1.039 -0.790
O -3.298 -2.025 -1.451
C -2.552 0.047 -0.627
C -2.850 1.315 -0.121
C -1.864 2.266 0.005
C -0.546 1.987 -0.370
O 0.338 3.008 -0.193
C 1.709 2.795 -0.425
C 2.382 1.980 0.710
N 3.152 0.876 0.214
C 4.323 0.956 -0.486
N 4.788 -0.187 -0.876
C 3.887 -1.120 -0.422
C 3.879 -2.503 -0.556
C 2.827 -3.194 0.006
C 1.803 -2.539 0.693
C 1.793 -1.168 0.843
C 2.842 -0.464 0.272
C -0.243 0.733 -0.893
C -1.239 -0.214 -1.017
H -4.005 -0.267 1.823
H -5.630 -0.948 1.954
H -4.247 -2.008 1.676
H -5.532 -1.688 -0.422
H -5.327 0.067 -0.303
H -3.857 1.574 0.167
H -2.084 3.249 0.393
H 2.134 3.800 -0.477
H 1.877 2.302 -1.391
H 3.030 2.633 1.301
H 1.602 1.588 1.368
H 4.797 1.899 -0.681
H 4.674 -3.004 -1.084
H 2.788 -4.270 -0.083
H 0.999 -3.121 1.118
H 0.994 -0.672 1.375
H 0.756 0.477 -1.207
H -1.008 -1.189 -1.417
*
```

Output
largest force on an atom	0.773	eV/Å
Kohn-Sham gap	9.1	eV
E	-26033.483	eV
energy relative to the best compared isomer or geometry (same formula, charge and spin)	150.6	kJ/mol
HOMO energy	-8.649	eV

=====

(3)
C18H18N2O4S2 | the ωB97M-V functional and the def2-TZVPD basis

```
! wB97M-V def2-TZVPD RIJCOSX def2/J DEFGRID3
* xyz 0 1
C 0.374 -3.562 0.680
N 0.197 -2.951 1.973
C -0.389 -3.790 3.001
C -1.793 -4.171 2.664
C -2.376 -5.398 2.716
C -3.736 -5.381 2.326
C -4.160 -4.143 1.975
S -2.916 -2.964 2.122
C 0.499 -1.667 2.271
O 0.413 -1.211 3.395
C 0.939 -0.804 1.124
C 0.013 -0.419 0.157
C 0.392 0.452 -0.850
C 1.691 0.922 -0.879
S 2.190 2.062 -2.156
O 3.538 1.796 -2.558
O 1.183 2.110 -3.178
N 2.262 3.495 -1.270
C 0.998 3.982 -0.742
C -0.037 4.238 -1.789
C -0.118 5.178 -2.775
C -1.292 4.880 -3.509
C -1.833 3.785 -2.913
O -1.084 3.391 -1.872
C 2.618 0.558 0.078
C 2.236 -0.304 1.092
H -0.588 -3.731 0.190
H 0.869 -4.528 0.807
H 0.990 -2.933 0.043
H -0.361 -3.204 3.927
H 0.213 -4.696 3.133
H -1.857 -6.287 3.027
H -4.361 -6.255 2.307
H -5.130 -3.840 1.636
H -0.998 -0.795 0.204
H -0.295 0.775 -1.615
H 2.761 4.187 -1.811
H 1.207 4.893 -0.173
H 0.623 3.217 -0.057
H 0.568 5.979 -2.957
H -1.671 5.409 -4.359
H -2.717 3.217 -3.125
H 3.618 0.954 0.009
H 2.936 -0.594 1.860
*
```

Output
largest force on an atom	0.966	eV/Å
Kohn-Sham gap	9.0	eV
E	-51797.736	eV
energy relative to the best compared isomer or geometry (same formula, charge and spin)	297.0	kJ/mol
HOMO energy	-8.635	eV

=====

(4)
C18H18N4O2 | the ωB97M-V functional and the def2-TZVPD basis

```
! wB97M-V def2-TZVPD RIJCOSX def2/J DEFGRID3
* xyz 0 1
O 3.353 -1.333 0.021
C 2.480 -0.484 0.066
N 2.380 0.330 1.154
C 1.444 1.350 1.421
C 1.937 2.602 1.769
C 1.091 3.681 1.946
C -0.268 3.506 1.751
C -0.777 2.257 1.455
C 0.053 1.139 1.331
N -0.458 -0.124 1.092
C -1.820 -0.275 0.627
C -2.057 -1.740 0.280
O -1.961 -2.584 1.412
C -1.090 -2.083 2.406
C 0.063 -1.272 1.816
C 1.493 -0.302 -1.034
C 1.114 0.969 -1.491
C 0.205 1.130 -2.513
C -0.331 -0.013 -3.097
N -1.251 -0.157 -4.105
C -1.374 -1.433 -4.283
N -0.595 -2.182 -3.451
C 0.096 -1.293 -2.666
C 1.012 -1.452 -1.644
H 3.172 0.266 1.782
H 3.006 2.727 1.866
H 1.492 4.647 2.207
H -0.942 4.344 1.851
H -1.843 2.145 1.342
H -2.562 0.030 1.382
H -1.956 0.338 -0.268
H -1.324 -2.049 -0.479
H -3.062 -1.879 -0.126
H -0.705 -2.953 2.943
H -1.652 -1.457 3.116
H 0.710 -0.938 2.629
H 0.649 -1.919 1.151
H 1.558 1.844 -1.042
H -0.085 2.108 -2.860
H -2.024 -1.878 -5.011
H -0.524 -3.185 -3.425
H 1.353 -2.424 -1.318
*
```

Output
largest force on an atom	0.867	eV/Å
Kohn-Sham gap	8.4	eV
E	-29013.981	eV
energy relative to the best compared isomer or geometry (same formula, charge and spin)	132.3	kJ/mol
HOMO energy	-7.816	eV

=====

(5)
C18H18N4O2S2 | the ωB97M-V functional and the def2-TZVPD basis

```
! wB97M-V def2-TZVPD RIJCOSX def2/J DEFGRID3
* xyz 0 1
C 3.043 -2.795 -0.005
C 1.656 -2.312 -0.300
C 1.399 -1.421 -1.333
C 0.119 -0.963 -1.588
C -0.937 -1.394 -0.795
N -2.251 -0.936 -0.961
C -2.687 0.132 -1.669
O -2.023 0.792 -2.437
C -4.166 0.442 -1.457
S -4.846 -0.045 0.156
C -4.136 1.254 1.239
C -2.649 1.159 1.277
C -1.979 0.335 2.133
C -0.548 0.219 2.120
O 0.154 -0.447 2.842
N 0.027 1.029 1.096
N 1.345 1.058 0.864
C 1.653 1.826 -0.107
C 3.009 2.068 -0.573
C 4.041 0.980 -0.394
C 4.113 2.198 0.454
S 0.267 2.631 -0.864
C -0.737 1.811 0.282
N -2.022 1.922 0.350
C -0.694 -2.303 0.233
C 0.587 -2.751 0.475
H 3.365 -2.427 0.969
H 3.747 -2.454 -0.761
H 3.067 -3.883 0.028
H 2.212 -1.073 -1.955
H -0.064 -0.268 -2.391
H -2.936 -1.367 -0.346
H -4.750 -0.109 -2.196
H -4.326 1.509 -1.607
H -4.582 1.075 2.215
H -4.449 2.217 0.838
H -2.505 -0.264 2.859
H 3.063 2.690 -1.456
H 3.698 0.069 0.068
H 4.764 0.848 -1.185
H 3.824 2.106 1.488
H 4.882 2.929 0.262
H -1.513 -2.645 0.848
H 0.764 -3.441 1.285
*
```

Output
largest force on an atom	1.314	eV/Å
Kohn-Sham gap	8.4	eV
E	-50684.323	eV
energy relative to the best compared isomer or geometry (same formula, charge and spin)	58.1	kJ/mol
HOMO energy	-8.151	eV